# 1
2 unconnected molecules or ions with the total composition C32H32F2NO at a distorted geometry, computed with wB97M-V/def2-TZVPD.

```
68
Properties=species:S:1:pos:R:3:forces:R:3
C 4.9782 3.1701 3.0184 0.708 -0.041 0.162
C 3.6685 2.4971 2.8598 -0.137 -0.322 -0.233
C 2.4931 3.1981 3.1165 -0.791 0.893 0.342
F 2.6031 4.4903 3.5634 -0.142 -1.268 -0.375
C 1.2363 2.6589 2.9640 0.019 0.295 -0.201
C 1.0830 1.3428 2.4303 0.396 0.055 -0.120
C -0.1790 0.7464 2.1588 0.412 0.666 1.748
C -1.4310 1.4133 2.3123 -0.619 0.401 -0.210
C -1.6370 2.8018 2.0451 -0.012 -0.078 0.322
C -2.8534 3.3796 2.3575 0.555 0.888 -0.075
F -2.9991 4.7389 2.2124 0.159 -1.435 -0.065
C -3.9375 2.6647 2.8709 0.324 -0.267 0.020
C -5.2272 3.3336 3.1668 -0.636 -0.066 -0.031
C -3.7432 1.2950 3.1018 0.030 0.038 0.016
C -2.5292 0.6899 2.8459 0.237 -0.459 -0.193
C 2.2846 0.6006 2.2343 -0.278 -0.288 -0.151
C 3.5292 1.1597 2.4530 0.018 -0.098 -0.066
H 5.7924 2.4436 2.9643 -0.105 0.086 0.030
H 5.1551 3.9132 2.2295 -0.231 -0.106 0.114
H 5.0472 3.7037 3.9737 -0.096 -0.090 -0.191
H 0.3724 3.2458 3.2594 0.291 -0.068 0.036
H -0.1917 -0.3472 2.0954 -0.016 0.348 -0.151
H -0.8291 3.4086 1.6468 -0.354 -0.040 -0.158
H -5.9957 2.5733 3.3233 0.038 0.142 0.055
H -5.1807 3.9569 4.0674 0.152 -0.071 -0.165
H -5.5512 3.9711 2.3401 0.144 0.010 0.102
H -4.5746 0.6980 3.4815 0.284 0.222 -0.024
H -2.3852 -0.3665 3.0867 -0.143 0.377 -0.133
H 2.1967 -0.4263 1.8727 0.140 0.287 0.054
H 4.4277 0.5629 2.2818 -0.301 0.206 0.034
O -1.0431 -0.4671 -2.9269 -0.407 0.526 0.465
C -0.1070 -1.4152 -2.4430 0.111 0.253 -0.443
C 0.1204 -2.3621 -3.6296 0.034 -0.117 0.535
C 0.0631 -1.8275 -4.9148 0.083 -0.291 -0.360
C 0.2055 -2.6691 -6.0229 0.085 -0.074 0.339
C 0.4293 -4.0397 -5.8413 -0.006 0.197 0.152
C 0.5225 -4.5659 -4.5498 0.017 0.180 0.114
C 0.3661 -3.7289 -3.4410 0.041 0.267 -0.347
C 1.1916 -0.7020 -1.9962 -0.129 -0.386 -0.427
C 1.1392 0.5643 -1.4115 0.407 0.230 0.078
C 2.3078 1.1609 -0.9245 -0.134 -0.337 -0.135
C 3.5343 0.4989 -1.0467 -0.128 0.080 0.054
C 3.5973 -0.7412 -1.6878 -0.252 0.054 0.089
C 2.4227 -1.3427 -2.1572 0.326 0.309 0.287
C -0.6949 -2.1182 -1.2061 0.623 -1.169 -0.090
C -1.9830 -2.9393 -1.4415 0.205 0.266 -0.179
C -2.8416 -2.6964 -0.1884 -0.064 -0.225 0.205
C -2.1658 -1.5535 0.5856 -0.267 0.086 0.390
N -1.0502 -1.1480 -0.2202 -0.384 1.188 -0.195
H -1.4416 -0.0013 -2.1651 0.288 -0.461 -0.265
H -0.0952 -0.7558 -5.0520 -0.015 -0.422 0.054
H 0.1479 -2.2395 -7.0229 0.025 -0.199 0.219
H 0.5442 -4.6930 -6.7048 -0.036 0.147 0.196
H 0.7234 -5.6259 -4.3843 -0.086 0.291 -0.170
H 0.4512 -4.1302 -2.4277 -0.048 0.026 -0.413
H 0.1958 1.1126 -1.3582 0.287 -0.199 -0.014
H 2.2384 2.1378 -0.4416 0.147 -0.197 -0.183
H 4.4358 0.9606 -0.6372 -0.208 -0.141 -0.239
H 4.5575 -1.2445 -1.8202 -0.302 0.167 0.046
H 2.4717 -2.3071 -2.6632 -0.018 0.264 0.158
H 0.0800 -2.8013 -0.8075 -0.058 0.078 -0.194
H -2.4903 -2.6030 -2.3560 0.178 -0.079 0.253
H -1.7179 -3.9952 -1.5590 -0.230 0.251 -0.067
H -3.8740 -2.4328 -0.4404 0.216 -0.158 0.039
H -2.8575 -3.5889 0.4467 -0.164 0.132 -0.193
H -2.8603 -0.7167 0.7379 0.086 -0.148 0.005
H -1.8388 -1.8930 1.5816 -0.146 -0.137 0.007
H -0.3073 -0.6080 0.2038 -0.125 -0.468 -0.268
```
Forces are in eV/Å.

The orbital gap comes out at 4.900 eV. The multiplicity is 1. The calculation puts the lowest unoccupied orbital energy at -5.996 eV. As for the charge: +1.

Löwdin atomic charge list, values in e, 6 entries: C -0.004; C -0.158; C -0.180; F 0.078; C 0.090; C -0.174

# 2
A molecular structure, C21H25AsN3NaO5S, computed with wB97M-V/def2-TZVPD.

```
57
Properties=species:S:1:pos:R:3:forces:R:3
Na -0.0003 -1.9682 -0.9418 -0.012 -0.118 0.056
C -3.6550 2.7314 4.8498 -0.017 0.002 0.012
C -2.5402 1.8881 4.2878 0.026 -0.008 -0.018
C -2.2320 0.6480 4.8372 -0.002 0.003 -0.003
C -1.2287 -0.1463 4.2966 0.018 -0.019 -0.011
C -0.5155 0.2863 3.1856 0.004 -0.017 -0.004
C -0.8112 1.5257 2.6327 0.020 0.005 -0.018
C -1.8086 2.3165 3.1825 -0.020 0.009 0.023
S 0.6978 -0.7957 2.4025 0.022 0.040 0.025
O 1.5280 0.1202 1.6267 -0.046 -0.015 0.053
O 1.3576 -1.4279 3.5416 -0.032 0.014 -0.032
N -0.0841 -1.7260 1.4655 0.052 0.026 -0.016
C -0.8343 -2.8126 2.0808 -0.095 -0.012 0.004
C -1.2583 -3.9376 1.0963 0.055 0.021 -0.011
O -2.0975 -4.7367 1.5618 0.068 -0.015 -0.041
O -0.7191 -3.9621 -0.0420 -0.114 0.116 -0.005
H -3.8322 2.5014 5.9019 0.001 -0.001 0.000
H -4.5921 2.5561 4.3138 0.003 -0.002 0.000
H -3.4281 3.7964 4.7699 0.008 -0.002 -0.005
H -2.7852 0.2964 5.7028 0.000 0.002 0.001
H -0.9812 -1.1043 4.7356 -0.002 0.005 0.003
H -0.2478 1.8524 1.7685 -0.004 0.001 0.004
H -2.0261 3.2871 2.7450 0.001 -0.002 -0.001
H -1.7666 -2.4510 2.5414 0.013 -0.019 -0.001
H -0.2625 -3.3024 2.8785 -0.010 -0.007 -0.018
O 0.7231 -1.0529 -2.9878 0.019 -0.084 0.033
C 0.2694 -0.2735 -3.8722 -0.037 0.023 0.005
C 0.8166 -0.2451 -5.2001 0.008 0.001 0.024
C 0.3541 0.5969 -6.1828 0.005 0.013 -0.015
C -0.6949 1.4903 -5.9391 0.001 -0.012 0.008
C -1.2505 1.4992 -4.6692 0.002 -0.003 0.010
C -0.8034 0.6676 -3.6440 0.009 0.004 0.003
C -1.4135 0.7822 -2.3171 0.059 0.019 0.033
N -1.5745 -0.1564 -1.4089 0.022 -0.019 0.054
C -2.1744 0.4388 -0.3261 -0.086 -0.009 -0.015
C -2.4020 1.7554 -0.5785 0.079 0.039 0.004
N -1.9084 1.9693 -1.8502 -0.052 -0.055 -0.039
H 1.6300 -0.9355 -5.3947 -0.003 0.004 -0.006
H 0.8109 0.5629 -7.1683 -0.001 0.000 -0.001
H -1.0741 2.1399 -6.7181 -0.003 0.000 0.000
H -2.0892 2.1626 -4.4703 -0.002 0.001 -0.001
H -2.3722 -0.1196 0.5748 -0.001 0.003 -0.017
H -2.8220 2.5451 0.0198 0.013 -0.008 0.003
H -1.8022 2.8522 -2.3131 -0.008 0.004 -0.015
C 4.4431 -1.9366 -2.1265 -0.021 0.045 0.026
As 3.1106 -1.4886 -0.7340 0.019 0.085 -0.032
C 4.3870 -1.3531 0.7534 0.004 -0.052 -0.024
C 3.0344 0.4251 -1.1440 0.019 -0.029 -0.033
H 5.2864 -1.2425 -2.0859 0.014 -0.012 -0.017
H 3.9599 -1.8647 -3.1012 -0.018 0.005 0.002
H 4.8077 -2.9561 -1.9908 -0.011 0.000 0.018
H 5.2296 -0.7157 0.4743 0.013 0.009 0.021
H 4.7539 -2.3455 1.0198 0.003 -0.006 -0.007
H 3.8594 -0.9316 1.6071 -0.011 0.021 0.003
H 4.0447 0.8386 -1.2017 -0.003 0.025 -0.010
H 2.4685 0.9116 -0.3516 0.020 -0.018 -0.010
H 2.5153 0.5445 -2.0943 0.010 0.005 -0.004
```
Forces are in eV/Å.

The orbital gap comes out at 6.095 eV. The multiplicity is 1. The calculation puts the lowest unoccupied orbital energy at 4.125 eV. As for the charge: -2.

Löwdin atomic charge list, values in e, 6 entries: Na 0.266; C -0.076; C -0.301; C -0.059; C -0.062; C -0.252

# 3
5 unconnected molecules or ions with the total composition C17H33Cl3O4 at a distorted geometry, computed with wB97M-V/def2-TZVPD.

```
57
Properties=species:S:1:pos:R:3:forces:R:3
C 2.5958 -1.2011 -1.2946 0.050 0.460 -0.404
Cl 3.3647 0.0323 -2.3736 -0.453 -0.657 0.550
Cl 3.6576 -2.5783 -1.0497 0.048 0.092 0.029
Cl 1.0328 -1.7315 -1.9325 0.081 0.026 -0.100
H 2.3876 -0.7329 -0.3421 0.326 0.134 0.048
C -0.4834 0.8361 -4.4779 0.234 -0.381 -0.892
C -1.9360 1.2210 -4.7350 -0.383 0.415 -1.072
C -2.0421 2.5748 -4.0357 0.164 -1.240 1.975
O -0.7927 3.1809 -4.2595 -0.009 0.584 -0.395
C 0.2183 2.1750 -4.1306 -0.788 -0.164 0.462
H -0.0077 0.4187 -5.3681 -0.176 0.005 -0.096
H -0.5062 -0.0042 -3.7838 0.646 0.541 0.635
H -2.6291 0.4457 -4.4095 -0.086 0.199 0.262
H -2.1026 1.3423 -5.8102 -0.058 0.109 0.047
H -2.0934 2.3632 -2.9487 -0.086 -0.081 -0.026
H -2.9134 3.2096 -4.1785 0.322 0.247 -0.891
H 0.6121 2.1492 -3.1105 0.023 0.146 0.056
H 0.9953 2.4957 -4.8180 0.202 -0.386 -0.026
C -3.8385 -0.5062 -1.3660 -0.617 -0.464 -0.517
C -2.7714 -0.9759 -0.4015 0.427 0.613 0.189
C -1.8514 0.2370 -0.4987 0.996 -0.872 0.307
O -2.7178 1.3434 -0.4324 0.034 0.424 -0.345
C -3.9813 0.9867 -1.0161 0.448 -0.591 -0.232
H -4.7597 -1.0935 -1.4039 -0.128 0.247 0.544
H -3.4850 -0.5976 -2.3986 0.323 0.143 0.090
H -2.2468 -1.9014 -0.6336 -0.220 -0.104 -0.103
H -3.1507 -0.9886 0.6236 -0.102 -0.304 -0.124
H -1.2331 0.1577 -1.4074 -0.483 0.392 -0.392
H -1.0906 0.2683 0.2868 -0.478 0.296 0.312
H -4.1576 1.5271 -1.9491 -0.033 0.373 0.219
H -4.7412 1.2227 -0.2722 -0.196 -0.108 -0.132
C 3.1134 1.3936 3.7555 0.345 0.174 -0.836
C 4.0584 0.1789 3.8395 -0.630 0.466 0.951
C 4.5535 0.0059 2.4309 0.154 0.007 -0.241
O 3.4399 0.3744 1.6175 -0.203 -0.558 -0.300
C 2.6820 1.3799 2.2774 -0.454 0.177 0.321
H 3.6204 2.3474 3.9051 0.079 -0.157 0.548
H 2.2436 1.2952 4.3991 0.124 0.155 0.194
H 3.4503 -0.6828 4.1240 0.101 -0.126 -0.127
H 4.7940 0.3016 4.6343 0.278 -0.009 -0.285
H 4.8341 -1.0318 2.2459 -0.153 0.030 -0.312
H 5.4044 0.6346 2.1473 0.064 0.088 0.323
H 1.6109 1.1654 2.2414 0.098 -0.242 -0.435
H 2.8319 2.3385 1.7741 0.133 0.024 0.088
C 0.0610 -2.6785 2.0305 1.607 0.875 -0.092
C -0.9945 -2.7692 3.0746 -1.356 0.018 -0.725
C -1.5746 -1.3361 3.0602 0.555 -0.022 1.629
O -0.5429 -0.5034 2.4978 -0.045 0.191 -0.297
C 0.6432 -1.2857 2.3377 -0.422 -1.032 0.309
H -0.3347 -2.5621 1.0200 -0.125 -0.577 -0.021
H 0.7999 -3.4761 2.1198 -0.015 0.012 -0.344
H -0.5592 -2.9999 4.0450 -0.100 -0.091 0.019
H -1.7190 -3.5283 2.7717 -0.161 0.042 0.464
H -1.7378 -1.0468 4.1057 0.202 0.220 0.035
H -2.5605 -1.1608 2.6317 0.340 -0.200 -0.794
H 1.2214 -1.2983 3.2693 -0.022 -0.001 0.151
H 1.3286 -0.9317 1.5719 -0.417 0.443 -0.199
```
Forces are in eV/Å.

The orbital gap comes out at 9.886 eV. The multiplicity is 1. The calculation puts the lowest unoccupied orbital energy at 0.569 eV.

Löwdin atomic charge list, values in e, 6 entries: C -1.512; Cl 0.506; Cl 0.540; Cl 0.551; H -0.030; C -0.166